Formula: C16H37N3O2P
Source: OMol25
Level of theory: wB97M-V/def2-TZVPD

Geometry as XYZ:
```
59
Properties=species:S:1:pos:R:3:forces:R:3
H 3.084 0.355 -0.614 0.015 0.016 0.014
H -0.118 -0.208 0.878 0.099 -0.068 -0.126
H 2.672 2.280 0.977 -0.095 0.087 -0.016
N 2.686 3.784 -0.458 0.002 -0.156 0.204
C -0.668 -3.987 0.975 0.158 1.055 0.879
H 4.358 3.927 -1.671 -0.046 -0.148 0.100
C 3.036 2.438 -0.042 0.178 -0.100 0.080
H 2.802 1.431 -1.976 -0.013 0.039 0.009
C 1.293 4.153 -0.286 -0.145 0.266 -0.060
H -3.372 -0.446 0.600 0.134 -0.066 -0.318
H 3.763 5.921 -2.886 -0.004 -0.023 0.000
H -2.458 1.228 1.446 -0.285 0.060 0.088
H 0.968 3.840 0.710 0.136 -0.110 0.019
C 3.295 4.178 -1.715 0.008 0.155 -0.130
H -0.809 -1.959 -0.788 0.015 0.118 0.045
C -1.422 -2.779 -1.159 -0.957 1.418 1.146
H 0.633 3.778 -2.347 0.030 -0.008 0.014
H -2.123 -4.626 -0.420 -0.409 -0.054 0.083
H 2.881 3.625 -2.572 0.033 0.016 -0.046
N -2.476 -0.775 0.946 -0.456 -0.317 0.264
H 0.219 -2.110 1.773 -0.144 0.144 -0.258
H 1.503 1.086 -0.822 -0.009 0.039 -0.074
H 1.232 5.243 -0.260 0.064 -0.010 -0.065
H -0.801 -3.318 -1.870 -0.048 -0.491 0.059
H 3.584 6.254 -1.162 -0.029 -0.033 0.031
C -0.428 -2.922 2.084 -0.649 -0.696 0.195
H -3.360 -2.833 -2.267 0.723 -0.511 -1.117
H 2.158 5.980 -2.176 0.014 0.024 0.014
H 2.780 -4.604 1.137 -0.184 -0.232 0.239
H -0.277 1.498 1.101 0.205 0.237 0.294
C -2.543 -2.180 -1.956 -0.511 -1.142 0.212
H 4.126 2.389 0.038 0.003 0.083 -0.088
H -0.652 4.212 -1.229 0.022 0.021 -0.002
H -2.957 -0.575 -3.263 -1.211 0.059 0.278
C -2.779 -1.997 1.667 -0.302 1.206 1.342
H -3.345 -3.923 1.365 0.003 0.053 -0.007
H 1.353 -2.658 -1.211 0.426 0.203 0.196
H -1.592 -1.750 3.488 -0.176 0.302 -0.067
H 0.093 -3.442 2.882 0.259 0.051 0.036
H -0.911 -4.939 1.452 0.168 -0.102 0.145
C -2.607 -0.908 -2.298 -0.050 1.076 0.084
C -1.836 -3.669 0.017 1.548 -0.798 -1.223
O 1.842 -4.698 1.376 0.011 0.655 0.018
O 1.534 -2.773 -0.264 -0.583 -0.234 0.269
C 2.573 1.271 -0.922 -0.043 -0.178 0.053
N -3.032 -3.163 0.754 -0.143 -0.107 0.228
C -1.763 -2.463 2.690 0.729 -0.538 -0.382
C -1.972 0.330 1.810 0.857 0.197 -0.730
H -2.238 0.222 2.859 -0.054 -0.109 0.063
C 0.279 3.648 -1.323 -0.144 -0.021 0.099
H -3.828 -2.980 0.137 0.319 0.192 -0.279
H -2.195 -3.344 3.173 -0.133 0.019 0.151
H -3.714 -1.832 2.217 -0.204 -0.465 -0.082
H -2.328 -0.146 -1.580 1.372 0.126 -0.499
H 0.143 0.405 2.483 0.042 0.343 0.111
C 3.189 5.670 -1.994 -0.084 0.018 -0.039
H 0.031 2.597 -1.175 0.060 -0.042 -0.100
C -0.454 0.545 1.586 -0.449 -0.612 -0.040
P 0.948 -4.285 0.083 -0.075 -0.910 -1.313
```
Positions in Å, forces in eV/Å.

## Properties
**Total charge**: +1
**Spin multiplicity**: 1
**Frontier orbital gap**: 6.794 eV
**Total energy**: -1287.66437 Ha
**M**: 334.46 g mol⁻¹

Results of the natural (NBO) charge analysis, in e, for atoms 1 through 2: atom 1 (H): 0.211, atom 2 (H): 0.213